*one*
# H34O17

A cluster of 17 separate species, H34O17 in total (ωB97M-V/def2-TZVPD, the OMol25 dataset).

Structure (XYZ):
```
51
Properties=species:S:1:pos:R:3:lowdin_charge:R:1
O 2.63815 1.06582 1.02254 -0.04
H 2.38984 0.92364 1.94022 0.06
H 3.58918 1.17796 1.09543 0.07
O -0.22095 5.22707 -0.64816 -0.04
H -1.01623 4.99014 -0.14912 0.04
H -0.08671 6.14779 -0.57966 0.01
O 2.72128 -1.96948 3.08361 -0.09
H 2.77529 -2.59064 2.32845 0.05
H 2.25087 -2.46621 3.78428 0.03
O -0.27815 3.48579 2.29403 -0.08
H -0.87778 2.69924 2.41905 0.04
H -0.25394 3.62405 3.25704 0.03
O -0.40212 -2.21289 -1.95617 -0.09
H -1.14995 -2.82366 -1.92330 -0.02
H -0.89167 -1.56846 -2.52573 0.02
O 0.60096 -1.33947 5.16336 -0.04
H -0.21143 -0.87066 5.00634 0.02
H 1.18324 -0.58294 5.31382 0.05
O -5.01299 -1.23160 0.89394 -0.08
H -4.73737 -2.15310 0.71854 0.02
H -5.92750 -1.33096 0.47699 0.08
O 0.96599 2.03640 -0.68885 -0.08
H 1.21322 1.57911 0.08485 -0.04
H 1.19694 2.97895 -0.97156 0.07
O -2.94030 0.82815 2.19058 -0.01
H -3.46671 0.25890 1.70887 -0.04
H -2.87694 0.56013 3.09712 0.03
O 2.18438 4.16408 -2.70779 -0.08
H 2.97107 4.45380 -3.22083 0.06
H 1.30208 4.16081 -3.13852 0.06
O -1.85033 0.56493 -1.34918 -0.09
H -1.96780 0.00415 -0.56643 0.02
H -1.14162 1.16309 -0.95546 0.04
O 6.06105 0.82935 -0.45835 -0.06
H 5.38356 1.45890 -0.67646 0.01
H 5.85768 0.09657 -1.09083 0.06
O -2.58249 -3.73347 1.37362 -0.07
H -2.59079 -4.23911 0.55273 0.00
H -1.60552 -3.52741 1.49452 0.08
O -2.05288 -2.13579 -3.93706 -0.07
H -2.86258 -2.66703 -3.83212 0.05
H -1.57701 -2.90673 -4.31838 0.08
O -3.01045 -4.83226 -1.98794 -0.05
H -2.22952 -4.32219 -1.63852 0.04
H -3.64321 -4.32723 -1.47587 0.03
O 1.66180 -1.25979 -0.23996 -0.06
H 1.38757 -0.60088 -0.84339 -0.03
H 1.61227 -0.65318 0.53306 0.02
O 2.83876 0.87247 -2.84627 -0.07
H 1.86672 0.97820 -2.67988 0.04
H 2.81307 0.01569 -2.42720 0.00
```

Values from the calculation:
HOMO (eV): -10.4
LUMO level (eV): -0.346
Orbital gap (eV): 10.01

=====

*two*
# H34O17

A cluster of 17 separate species, H34O17 in total (ωB97M-V/def2-TZVPD, the OMol25 dataset).

Structure (XYZ):
```
51
Properties=species:S:1:pos:R:3:lowdin_charge:R:1
O 1.70183 -7.63333 -19.14928 -0.04
H 2.40965 -7.32838 -19.71694 0.05
H 0.90058 -7.38830 -19.61207 0.05
O 1.88841 -10.83323 -21.16610 -0.07
H 2.01727 -11.57222 -20.57151 0.00
H 0.97332 -10.58165 -21.04146 -0.04
O 3.18014 -8.50295 -16.82202 -0.02
H 3.90506 -7.90040 -16.98836 0.07
H 2.46015 -8.16500 -17.35460 0.00
O 3.29995 -11.10187 -16.46059 -0.06
H 3.25294 -10.18639 -16.73615 -0.03
H 4.22099 -11.23876 -16.23883 0.05
O -2.72540 -3.54673 -17.32722 -0.06
H -3.65931 -3.75361 -17.36243 0.03
H -2.29106 -4.39959 -17.31257 -0.02
O -0.21940 -8.91341 -16.56317 -0.04
H -0.07390 -8.05984 -16.15515 -0.02
H 0.30816 -8.89081 -17.36155 0.04
O 1.14667 -8.03037 -21.98241 -0.04
H 1.61183 -8.85349 -21.83306 0.01
H 0.32563 -8.29099 -22.39977 0.02
O -4.98670 -8.28017 -18.18752 -0.05
H -5.61205 -8.11619 -17.48163 0.03
H -4.78220 -9.21246 -18.11521 0.03
O 3.86619 -7.50900 -12.99312 -0.05
H 3.40122 -7.65296 -13.81733 0.01
H 3.30484 -7.90759 -12.32810 0.03
O -0.64762 -10.28930 -21.32375 -0.02
H -1.32552 -10.96380 -21.36551 0.07
H -1.07478 -9.49898 -21.65413 0.05
O 2.86709 -5.00762 -16.51640 -0.03
H 2.42903 -4.89306 -17.35973 0.05
H 3.64581 -4.45393 -16.57327 0.05
O -1.97182 -6.38511 -16.60678 -0.04
H -1.32576 -6.51645 -15.91281 0.01
H -2.58697 -7.11102 -16.50250 0.04
O 2.15303 -12.39539 -18.73092 -0.05
H 1.68828 -12.85983 -18.03483 0.04
H 2.85094 -11.92140 -18.27871 0.01
O 0.82463 -6.70842 -15.67142 -0.04
H 1.01809 -6.08307 -14.97303 0.08
H 1.59397 -6.67860 -16.24015 0.01
O 0.57021 -10.00008 -12.27063 -0.05
H 0.40953 -10.06515 -13.21201 -0.01
H -0.29773 -9.87404 -11.88718 0.03
O -1.99076 -12.42069 -12.74249 -0.06
H -1.63607 -12.03470 -13.54339 -0.03
H -2.30843 -13.28256 -13.01173 0.03
O -0.66876 -11.08912 -14.86769 -0.05
H 0.17875 -11.53403 -14.87183 0.06
H -0.60477 -10.44435 -15.57225 0.00
```

Values from the calculation:
HOMO (eV): -10.7
LUMO level (eV): -0.304
Orbital gap (eV): 10.40

=====

*three*
# H34O17

A cluster of 17 separate species, H34O17 in total (ωB97M-V/def2-TZVPD, the OMol25 dataset).

Structure (XYZ):
```
51
Properties=species:S:1:pos:R:3:lowdin_charge:R:1
O 3.92413 1.83238 -0.42106 -0.07
H 3.33848 2.24159 0.26480 0.07
H 3.76476 2.41840 -1.18811 0.06
O 2.08974 0.13117 -0.79447 -0.10
H 2.60233 -0.14037 -1.57096 0.07
H 2.77990 0.66191 -0.28963 0.04
O -1.85433 4.66727 -2.27497 -0.08
H -1.23208 3.93896 -2.32930 -0.04
H -2.58257 4.43090 -2.86174 0.04
O -2.15187 -0.50542 2.29710 -0.08
H -2.90200 -0.66847 1.74895 0.02
H -1.77835 0.24140 1.69825 0.07
O 0.73349 -0.68458 4.61038 -0.08
H 0.15061 -0.80698 5.40883 0.08
H 0.14764 -0.90645 3.86949 0.02
O 2.07666 2.34575 -3.56209 -0.03
H 2.83212 2.94573 -3.59286 0.06
H 2.31788 1.49071 -3.23731 0.01
O 1.38211 2.25028 2.85798 -0.10
H 0.56781 2.66448 3.21479 0.04
H 1.87162 2.00259 3.71999 0.09
O 2.42621 -2.66919 -3.03696 -0.09
H 1.82517 -2.97903 -3.72070 0.03
H 1.94897 -3.01541 -2.25703 0.02
O 0.59941 -1.86371 -1.45638 -0.12
H 0.70419 -2.30253 -0.55457 0.08
H 1.03012 -0.97904 -1.36942 -0.01
O 2.24300 -2.41206 2.60697 -0.02
H 1.87534 -1.53422 2.71630 0.04
H 2.88618 -2.46891 3.29920 0.06
O -3.79255 -3.03024 -2.78700 -0.07
H -3.07658 -2.47495 -2.39830 0.05
H -3.63611 -3.86725 -2.33478 0.03
O -2.08690 -2.91791 1.60319 -0.12
H -1.33716 -3.22780 2.11419 -0.05
H -1.85192 -1.99538 1.26025 0.03
O 0.08342 -3.96296 2.68010 -0.05
H -0.06703 -4.15389 3.58498 0.04
H 0.92687 -3.45173 2.56616 0.01
O -0.95818 2.10432 0.79560 -0.02
H -0.38755 2.44329 1.46316 -0.01
H -1.44552 2.87368 0.48971 0.06
O -0.87930 2.31203 -2.57543 -0.02
H -0.11688 1.86712 -2.96084 0.05
H -1.21892 1.80513 -1.86849 0.03
O -5.98802 -0.90454 -1.16553 -0.06
H -5.56944 -1.68209 -0.78135 0.03
H -6.06775 -0.14254 -0.60335 0.02
O 1.64924 2.83949 -0.85545 -0.10
H 0.83990 3.32628 -1.15360 0.06
H 1.36370 1.91281 -0.86870 0.00
```

Values from the calculation:
HOMO (eV): -10.0
LUMO level (eV): -0.371
Orbital gap (eV): 9.64

=====

*four*
# H34O17

A cluster of 17 separate species, H34O17 in total (ωB97M-V/def2-TZVPD, the OMol25 dataset).

Structure (XYZ):
```
51
Properties=species:S:1:pos:R:3:lowdin_charge:R:1
O -0.70978 -2.96743 -0.58304 -0.06
H 0.04488 -3.09433 -1.16918 0.05
H -0.75822 -3.66557 0.08238 0.07
O 1.51803 -0.93168 -0.59587 -0.02
H 1.95954 -0.35944 -1.20912 0.04
H 0.66473 -1.30134 -0.60023 -0.03
O 3.06304 3.76902 2.54426 -0.08
H 3.20044 3.68605 3.50365 0.04
H 2.12768 4.00692 2.71405 0.04
O 1.90877 -0.79127 4.29258 -0.05
H 1.02491 -1.13944 4.13313 0.03
H 1.85968 -0.34172 5.13617 0.03
O 1.42950 -4.06222 0.95348 -0.04
H 1.75242 -3.29788 0.47317 0.01
H 1.67527 -3.88980 1.86409 0.03
O 2.41703 -0.54987 -4.98661 -0.05
H 3.26232 -0.09362 -4.99835 0.05
H 1.96604 -0.21777 -5.77130 0.05
O -3.79171 0.42438 -1.10590 -0.07
H -3.15974 -0.27018 -1.30817 0.02
H -3.36379 1.14934 -1.59860 0.05
O -2.06673 0.21649 -3.44445 -0.05
H -2.42495 -0.67467 -3.33707 0.01
H -2.06762 0.46815 -4.35683 0.03
O 0.90107 -2.62098 -4.48417 -0.04
H 1.06956 -3.55943 -4.47455 0.05
H 1.07641 -2.02503 -5.19196 0.00
O 0.99936 2.71867 -0.57994 -0.06
H 1.91921 2.93096 -0.76307 0.03
H 1.04561 2.11150 0.16439 0.03
O 4.29749 -3.07134 3.01347 -0.06
H 4.62289 -3.36307 2.15364 0.03
H 3.97200 -2.18651 2.78490 0.03
O -1.68878 -2.50333 -2.97253 -0.08
H -0.75593 -2.62666 -3.19048 0.00
H -1.76325 -2.53014 -1.99197 0.02
O -2.79738 2.55606 2.80610 -0.06
H -2.87451 1.61785 3.00892 0.05
H -2.33552 2.63750 1.95067 0.04
O -0.55325 2.42366 4.47196 -0.06
H -1.30624 2.58410 3.87866 -0.01
H -0.28595 1.53814 4.58397 -0.01
O -1.37791 5.62282 -1.33598 -0.06
H -1.24906 5.15563 -0.50364 0.02
H -0.51004 5.62650 -1.74797 0.03
O -1.85965 -1.04120 1.73432 -0.03
H -2.67710 -1.54171 1.73674 0.06
H -1.07123 -1.52870 1.50256 0.03
O -1.96423 1.12226 0.51335 -0.09
H -2.54052 1.74635 0.06893 0.03
H -2.53871 0.43896 0.85656 -0.01
```

Values from the calculation:
HOMO (eV): -10.4
LUMO level (eV): -0.196
Orbital gap (eV): 10.19

=====

*two* is the most stable structure; the next one sits 0.0748 hartree above it.

=====

*one*
# C10H17N2

The ion C10H17N2 with charge +1 (ωB97M-V/def2-TZVPD, the OMol25 dataset).

Structure (XYZ):
```
29
Properties=species:S:1:pos:R:3:lowdin_charge:R:1
C 2.01313 -0.02065 0.00127 -0.20
C 1.67474 -1.28839 -0.31647 0.15
C -0.23571 0.69244 0.01374 -0.24
C -1.66700 1.34224 0.05573 0.03
C -2.13515 -0.15898 0.03705 -0.59
C 3.55620 0.20160 -0.03466 0.04
C 1.94089 -2.70244 0.03155 -0.02
C -2.84810 -0.69824 -1.25176 -0.03
C -2.90134 -0.57500 1.18648 -0.08
C 1.47160 2.40758 -0.01124 0.02
N 1.06619 1.00074 0.05760 -0.05
N -0.70959 -0.50839 0.11772 0.20
H -1.90599 1.81014 0.93650 0.08
H -2.01238 2.04298 -0.71914 0.13
H 4.05524 -0.77972 -0.13812 0.10
H 3.69963 0.78387 -0.98204 0.12
H 3.93151 0.71353 0.75122 0.06
H 1.33063 -3.40742 -0.47852 0.08
H 3.01994 -2.67370 -0.40583 0.15
H 1.75049 -2.84295 1.09675 0.10
H -2.30841 -0.29720 -2.19142 0.11
H -3.96360 -0.48524 -1.21415 0.10
H -2.74237 -1.81796 -1.19952 0.09
H -2.35439 -0.37895 2.19904 0.12
H -3.05519 -1.71692 1.13549 0.12
H -3.82937 0.02298 1.25885 0.10
H 0.86820 2.91218 -0.71932 0.08
H 1.32490 2.79153 1.02399 0.12
H 2.59530 2.55107 -0.32752 0.13
```

Values from the calculation:
HOMO (eV): -13.0
Net charge: +1
LUMO level (eV): -4.937
Orbital gap (eV): 8.05

=====

*two*
# C10H17N2

The ion C10H17N2 with charge +1 (ωB97M-V/def2-TZVPD, the OMol25 dataset).

Structure (XYZ):
```
29
Properties=species:S:1:pos:R:3:lowdin_charge:R:1
C 3.60409 0.25403 1.03875 -0.03
N 2.28857 0.03333 0.43088 0.04
C 1.10718 0.34352 0.90985 -0.18
N 0.62948 0.82177 2.04459 0.23
C -0.21377 0.28631 -0.31180 -0.30
C -0.05261 1.72787 -0.83219 -0.03
C -0.16691 -0.83140 -1.33734 -0.08
C -1.47884 -1.65273 -0.98680 -0.24
C -2.59650 -0.77441 -1.50032 -0.01
C -2.55589 0.28235 -0.71194 -0.06
C -1.53525 0.08945 0.39517 -0.25
C -1.56780 -1.44364 0.50636 -0.09
H 4.06267 -0.75339 0.90573 0.11
H 4.19304 1.17626 0.71897 0.13
H 3.43047 0.26419 2.13306 0.09
H 2.50936 -0.25439 -0.49479 0.14
H -0.34241 0.88067 2.23544 0.11
H 1.24444 0.78684 2.83817 0.13
H -1.08262 2.19661 -1.02649 0.11
H 0.47151 1.86616 -1.83608 0.11
H 0.48406 2.43087 -0.17898 0.08
H 0.61004 -1.53222 -1.41286 0.10
H -0.11335 -0.52152 -2.31757 0.10
H -1.57746 -2.77963 -1.32858 0.18
H -3.16939 -1.03721 -2.40968 0.14
H -3.15590 1.10883 -0.86302 0.10
H -1.81039 0.59475 1.26078 0.12
H -2.43771 -1.80223 0.85752 0.08
H -0.77810 -1.76101 1.27318 0.15
```

Values from the calculation:
HOMO (eV): -12.6
Net charge: +1
LUMO level (eV): -2.765
Orbital gap (eV): 9.84

=====

*two* is the most stable structure; the next one sits 0.0840 hartree above it.

=====

*one*
# C6H18OSi2

An isolated molecule of C6H18OSi2 (ωB97M-V/def2-TZVPD, the OMol25 dataset).

Structure (XYZ):
```
27
Properties=species:S:1:pos:R:3:lowdin_charge:R:1
C -0.04658 0.49737 -3.73154 -0.11
C 0.30588 0.47132 -2.21067 -0.33
C 0.55712 -0.97887 -1.70626 -0.26
Si 0.93211 -1.29104 0.42148 0.48
O 0.17411 -2.49773 1.07664 -0.25
Si -0.02027 0.31367 1.69089 0.41
C 0.39353 0.22697 3.56030 -0.21
C 0.03238 1.94938 0.76281 -0.20
C -1.71936 -0.26098 1.60221 -0.28
H 0.57856 0.04573 -4.45574 0.05
H -1.06483 0.09950 -3.90807 0.08
H -0.25063 1.43140 -4.11401 0.03
H 1.12037 1.19854 -1.84395 0.11
H -0.48097 0.96114 -1.69449 0.05
H 1.49563 -1.46923 -2.18571 0.07
H -0.24041 -1.62461 -2.16179 0.05
H 2.35863 -1.60051 0.32138 -0.05
H 0.12144 -3.34385 0.59639 0.08
H 0.06361 -0.60766 4.18193 0.02
H 1.50004 -0.07055 3.54801 0.04
H 0.28783 1.13770 4.13183 0.01
H 0.96785 1.82241 0.20678 0.01
H -0.70818 1.98929 0.02981 0.00
H 0.03056 2.92382 1.17497 0.02
H -2.59307 0.46009 1.69885 0.05
H -2.01114 -0.77891 0.55321 0.08
H -1.78419 -1.00441 2.45475 0.04
```

Values from the calculation:
HOMO (eV): -9.1
LUMO level (eV): 0.672
Orbital gap (eV): 9.76

=====

*two*
# C6H18OSi2

A cluster of 2 separate species, C6H18OSi2 in total (ωB97M-V/def2-TZVPD, the OMol25 dataset).

Structure (XYZ):
```
27
Properties=species:S:1:pos:R:3:lowdin_charge:R:1
C 1.18903 2.51107 0.52619 -0.21
C 0.55738 1.24902 1.07995 -0.34
Si -0.47192 0.26881 -0.26090 0.65
C -2.31729 0.38411 0.03965 -0.37
C -3.06170 -0.24524 -1.14346 -0.18
C -0.01922 -1.62060 -0.28088 -0.36
C -0.32120 -2.36058 1.02628 -0.16
H 0.59671 2.96206 -0.38865 0.10
H 1.27876 3.29610 1.38469 0.10
H 2.15436 2.31060 0.10905 0.00
H -0.29650 1.58491 1.66703 0.05
H 1.21057 0.61726 1.68662 0.07
H -0.29699 0.64307 -1.66947 0.00
H -2.66190 0.01091 0.95736 0.05
H -2.54540 1.39900 0.11579 0.04
H -2.42638 -1.11171 -1.58495 0.07
H -4.13702 -0.61831 -0.84134 0.10
H -3.19400 0.52238 -1.89008 0.05
H -0.23593 -2.23003 -1.19767 0.08
H 1.02615 -1.46802 -0.38570 -0.01
H -0.18032 -3.40103 0.84525 0.05
H 0.27873 -1.93681 1.78316 0.04
H -1.47185 -2.31445 1.33544 0.11
O 4.23773 -1.13798 0.34864 -0.42
Si 3.83695 -0.12799 -0.65053 0.61
H 4.84875 0.64956 -1.39544 -0.07
H 2.42250 0.16390 -1.21605 -0.05
```

Values from the calculation:
HOMO (eV): -9.7
LUMO level (eV): -0.414
Orbital gap (eV): 9.30

=====

*one* is the most stable structure; the next one sits 0.0444 hartree above it.